[1]
{
  "formula": "C29H62BIN3O6",
  "method": "wB97M-V/def2-TZVPD",
  "symbols": ["C", "C", "O", "N", "C", "C", "C", "C", "B", "C", "C", "N", "O", "C", "C", "C", "C", "C", "C", "N", "C", "I", "O", "C", "C", "C", "C", "C", "C", "O", "H", "H", "H", "H", "H", "H", "H", "H", "H", "H", "H", "H", "H", "H", "H", "H", "H", "H", "H", "H", "H", "H", "H", "H", "H", "H", "H", "H", "H", "H", "H", "H", "H", "H", "H", "H", "H", "H", "H", "H", "H", "H", "C", "C", "O", "C", "C", "H", "H", "H", "H", "H", "H", "H", "H", "H", "H", "C", "C", "O", "C", "C", "H", "H", "H", "H", "H", "H", "H", "H", "H", "H"],
  "xyz": [[3.2608, -4.3487, 2.5063], [3.1223, -5.1653, 1.2503], [4.0695, -5.7617, 0.7730], [1.8295, -5.2960, 0.6820], [0.8682, -4.1880, 0.7086], [0.8603, -3.3608, -0.5857], [2.2569, -3.0411, -1.1098], [2.8735, -1.8143, -0.4062], [2.7347, -0.3752, -1.1563], [3.7040, -0.2021, -2.4749], [4.2390, -1.4416, -3.0814], [3.8119, -2.1099, -4.0880], [3.0811, 0.7718, -0.1835], [1.8582, 1.2543, 0.2833], [1.9349, 2.6182, 0.9701], [3.3032, 2.9156, 1.5787], [3.7097, 1.8925, 2.6406], [2.7830, 1.8908, 3.8672], [1.8213, 0.6943, 3.9685], [2.3659, -0.6250, 3.6382], [0.9631, 1.1132, -0.9495], [1.5213, 2.7767, -2.4259], [-0.4083, 1.3329, -0.8491], [-1.1632, 0.5708, 0.0984], [-2.4231, 0.0574, -0.5952], [-3.0875, 1.1222, -1.4630], [-3.4427, -0.5930, 0.3634], [-3.0471, -2.0168, 0.7335], [-3.7276, 0.2236, 1.6219], [1.2625, -0.0680, -1.4796], [2.7031, -4.8301, 3.3116], [2.8830, -3.3330, 2.4105], [4.3163, -4.2953, 2.7673], [1.4013, -6.1533, 0.9965], [-0.1182, -4.6249, 0.8587], [1.0336, -3.5271, 1.5627], [0.3546, -2.4148, -0.3715], [0.2560, -3.8734, -1.3409], [2.8809, -3.9280, -0.9950], [2.1977, -2.8677, -2.1847], [3.9430, -1.9836, -0.2378], [2.4164, -1.7249, 0.5920], [4.5274, 0.4388, -2.1483], [3.1658, 0.3426, -3.2588], [5.1212, -1.8667, -2.5889], [2.9999, -1.6299, -4.4856], [1.4188, 0.5361, 1.0018], [1.1962, 2.6178, 1.7804], [1.6437, 3.4134, 0.2850], [4.0548, 2.9461, 0.7885], [3.2645, 3.9096, 2.0399], [3.7329, 0.9130, 2.1646], [4.7356, 2.0977, 2.9582], [3.3699, 1.9501, 4.7884], [2.1667, 2.7953, 3.8438], [0.9653, 0.8612, 3.3105], [1.4319, 0.6485, 4.9885], [3.3178, -0.7004, 3.9792], [2.4397, -0.7362, 2.6327], [-1.3965, 1.2222, 0.9409], [-0.5718, -0.2749, 0.4576], [-2.0665, -0.7293, -1.2702], [-2.3820, 1.5127, -2.1954], [-3.4861, 1.9595, -0.8851], [-3.9102, 0.6450, -2.0017], [-4.3889, -0.6505, -0.1861], [-2.2364, -2.0268, 1.4665], [-3.8930, -2.5467, 1.1782], [-2.7289, -2.5756, -0.1452], [-4.0327, 1.2442, 1.3815], [-2.8479, 0.2828, 2.2658], [-4.5298, -0.2420, 2.1977], [-1.6888, -2.4277, -4.7046], [-2.9005, -3.2982, -4.4164], [-3.9758, -2.6044, -3.8047], [-4.5509, -1.5609, -4.5669], [-5.2411, -2.0204, -5.8408], [-1.3802, -1.8912, -3.8062], [-0.8564, -3.0499, -5.0342], [-1.8834, -1.6950, -5.4893], [-2.6339, -4.0740, -3.6986], [-3.2378, -3.8059, -5.3287], [-3.8046, -0.7888, -4.7855], [-5.2851, -1.1109, -3.8973], [-4.5320, -2.3948, -6.5803], [-5.7781, -1.1850, -6.2918], [-5.9534, -2.8165, -5.6194], [-1.5577, 7.2217, 3.2142], [-0.6613, 5.9963, 3.2936], [-1.3630, 4.7758, 3.4240], [-2.2368, 4.4572, 2.3509], [-1.5480, 4.3597, 1.0020], [-2.2602, 7.2332, 4.0490], [-0.9503, 8.1267, 3.2565], [-2.1297, 7.2517, 2.2860], [-0.0347, 6.0513, 4.1846], [0.0125, 5.9646, 2.4296], [-3.0675, 5.1732, 2.3042], [-2.6636, 3.4944, 2.6276], [-1.1958, 5.3292, 0.6455], [-2.2358, 3.9675, 0.2529], [-0.6904, 3.6930, 1.0548]],
  "energy_ha": -2080.53505,
  "fmax_ev_per_a": 0.912,
  "e_lumo_ev": 2.43,
  "mol_weight_g_mol": 686.5,
  "total_charge": -1,
  "homo_ha": -0.196,
  "orbital_gap_ev": 7.767
}

=====

[2]
{
  "formula": "C29H62BN4O13S",
  "method": "wB97M-V/def2-TZVPD",
  "symbols": ["C", "C", "O", "C", "N", "C", "C", "O", "N", "C", "C", "O", "B", "O", "O", "N", "C", "C", "S", "O", "O", "C", "C", "C", "O", "N", "C", "C", "H", "H", "H", "H", "H", "H", "H", "H", "H", "H", "H", "H", "H", "H", "H", "H", "H", "H", "H", "H", "H", "H", "H", "H", "H", "H", "H", "H", "H", "H", "H", "H", "C", "C", "O", "C", "H", "H", "H", "H", "H", "H", "C", "C", "O", "C", "H", "H", "H", "H", "H", "H", "C", "C", "O", "C", "H", "H", "H", "H", "H", "H", "C", "C", "O", "C", "H", "H", "H", "H", "H", "H", "C", "C", "O", "C", "H", "H", "H", "H", "H", "H"],
  "xyz": [[2.3293, -0.2918, 4.6057], [3.2945, 0.0280, 3.4454], [4.6453, -0.0152, 3.9088], [3.1585, -0.9377, 2.2505], [2.2980, -0.4897, 1.1592], [0.9509, -0.1602, 1.5877], [-0.0288, -0.1656, 0.4161], [-0.9995, 0.9025, 0.5735], [-2.2887, 0.4005, 0.9227], [-2.4092, 0.5835, 2.3933], [-3.6838, 1.1862, 2.9622], [-4.6928, 0.1981, 3.0560], [-3.3895, 1.7083, 4.4870], [-2.3863, 1.1247, 5.2038], [-4.1626, 2.6926, 5.0451], [-4.2135, 2.3316, 2.1005], [-3.4400, 2.5560, 0.8341], [-4.1029, 3.6095, -0.0546], [-2.9989, 5.0154, -0.1914], [-3.2230, 5.6986, -1.4214], [-3.0501, 5.7026, 1.0678], [-3.2131, 1.2159, 0.1506], [-4.4680, 0.4461, -0.2627], [-3.9496, -0.8314, -0.9339], [-3.1128, -0.6668, -1.8216], [-4.4369, -2.0959, -0.6072], [-4.7718, -2.2732, 0.8158], [-3.3900, -3.0913, -0.9734], [1.5786, 0.4930, 4.7035], [2.8552, -0.3331, 5.5542], [1.7952, -1.2233, 4.4441], [3.0947, 1.0484, 3.1245], [4.7158, -0.6942, 4.5769], [4.1541, -1.0755, 1.8456], [2.8347, -1.9132, 2.6094], [2.7213, 0.3430, 0.7709], [0.8825, 0.8358, 2.0467], [0.6201, -0.8740, 2.3410], [-0.5758, -1.0944, 0.3157], [0.5061, 0.0349, -0.5068], [-2.3272, -0.3884, 2.8744], [-1.5443, 1.1540, 2.7207], [-5.4348, 0.5401, 3.5609], [-1.5496, 1.5927, 5.1307], [-5.1130, 2.5814, 4.9757], [-4.2775, 3.2093, 2.6244], [-5.1670, 2.0883, 1.8249], [-2.4510, 2.9041, 1.1325], [-4.2747, 3.2432, -1.0603], [-5.0087, 4.0105, 0.3919], [-1.7837, 4.4056, -0.2640], [-2.7007, 1.4552, -0.7760], [-4.9573, 1.0095, -1.0559], [-5.2076, 0.3058, 0.5187], [-5.3728, -1.4656, 1.2011], [-3.8790, -2.4229, 1.4223], [-5.3738, -3.1739, 0.9074], [-3.6642, -4.0325, -0.5119], [-2.4325, -2.7964, -0.5466], [-3.3190, -3.2061, -2.0415], [6.2818, -0.8824, -0.8911], [5.6766, -2.2554, -0.7592], [5.0479, -2.5540, 0.2298], [5.8887, -3.2270, -1.8941], [6.0486, -0.3022, -0.0036], [7.3655, -0.9508, -0.9893], [5.8832, -0.3688, -1.7676], [6.9553, -3.4002, -2.0426], [5.4689, -2.8209, -2.8156], [5.4010, -4.1710, -1.6628], [9.0041, 1.7200, 2.4975], [7.7951, 1.8499, 1.6046], [7.8277, 1.5279, 0.4403], [6.5359, 2.3905, 2.2388], [9.8371, 1.3180, 1.9263], [9.2809, 2.6966, 2.8971], [8.7822, 1.0508, 3.3301], [6.7151, 3.3932, 2.6303], [6.2215, 1.7405, 3.0584], [5.7453, 2.4341, 1.4925], [-3.5755, -7.8406, -3.1655], [-3.8931, -6.4061, -3.5066], [-4.1285, -5.5867, -2.6484], [-3.9035, -6.0399, -4.9708], [-3.5998, -7.9734, -2.0868], [-4.3081, -8.5049, -3.6257], [-2.5842, -8.1033, -3.5377], [-4.6487, -6.6353, -5.4997], [-2.9249, -6.2349, -5.4127], [-4.1445, -4.9852, -5.0820], [1.3873, -4.2028, -3.3984], [0.3050, -3.2954, -2.8685], [0.2812, -2.9488, -1.7100], [-0.7480, -2.8338, -3.8484], [2.0757, -4.4565, -2.5959], [0.9462, -5.1178, -3.7968], [1.9355, -3.7024, -4.1979], [-1.2802, -3.6917, -4.2640], [-0.2799, -2.2741, -4.6598], [-1.4552, -2.1890, -3.3295], [1.5161, 7.7815, -3.0047], [0.4641, 6.7028, -2.9348], [0.7395, 5.5662, -2.6220], [-0.9536, 7.1012, -3.2578], [2.4858, 7.3638, -2.7456], [1.5610, 8.1943, -4.0133], [1.2729, 8.5857, -2.3088], [-1.0205, 7.4976, -4.2721], [-1.2947, 7.8656, -2.5580], [-1.5978, 6.2329, -3.1723]],
  "energy_ha": -2762.08478,
  "fmax_ev_per_a": 2.230,
  "e_lumo_ev": -3.39,
  "mol_weight_g_mol": 717.7,
  "total_charge": 1,
  "homo_ha": -0.385,
  "orbital_gap_ev": 7.090
}

=====

[3]
{
  "formula": "C29H62ClI2N8O5P2",
  "method": "wB97M-V/def2-TZVPD",
  "symbols": ["C", "C", "C", "N", "C", "C", "C", "O", "O", "C", "C", "I", "C", "C", "I", "C", "C", "Cl", "C", "C", "C", "N", "O", "C", "C", "H", "H", "H", "H", "H", "H", "H", "H", "H", "H", "H", "H", "H", "H", "H", "H", "H", "H", "H", "H", "H", "H", "H", "H", "H", "H", "O", "P", "N", "C", "C", "N", "C", "C", "N", "C", "C", "H", "H", "H", "H", "H", "H", "H", "H", "H", "H", "H", "H", "H", "H", "H", "H", "H", "H", "O", "P", "N", "C", "C", "N", "C", "C", "N", "C", "C", "H", "H", "H", "H", "H", "H", "H", "H", "H", "H", "H", "H", "H", "H", "H", "H", "H", "H"],
  "xyz": [[-1.9660, 3.8672, -2.2729], [-1.1961, 2.6305, -2.9556], [-0.9849, 1.5356, -1.8482], [-0.3667, 0.2568, -2.3448], [0.7046, -0.0813, -1.4496], [2.0775, 0.4636, -1.5980], [2.3158, 1.4575, -2.7909], [2.1784, 0.8106, -4.0775], [3.1284, -0.1977, -4.0301], [3.1611, 0.1031, -0.6352], [4.5813, 0.6875, -0.7356], [4.9934, 2.4620, 0.4677], [5.5963, 0.1967, -1.5236], [5.3842, -1.0852, -2.3965], [7.5286, 1.1972, -1.5428], [2.7542, -0.8693, 0.4398], [3.8109, -1.3230, 1.4930], [3.6619, -3.0625, 1.9913], [3.8244, -0.3637, 2.7692], [2.7042, -0.7106, 3.8384], [1.3677, -1.3601, 0.5098], [0.3896, -0.9534, -0.3981], [-0.8749, -1.4304, -0.2287], [-1.4880, -0.5579, 0.7846], [-3.0376, -0.3440, 0.5818], [-1.9757, 3.7445, -1.1489], [-3.0181, 3.9683, -2.6453], [-1.4326, 4.8275, -2.5220], [-0.2539, 2.9891, -3.4448], [-1.9244, 2.2183, -3.7118], [-1.9672, 1.2780, -1.3489], [-0.3243, 1.9192, -1.0069], [-0.0278, 0.3408, -3.3068], [3.3771, 1.8382, -2.7495], [1.6290, 2.3485, -2.7275], [2.9107, -0.8639, -4.7096], [5.2370, -0.7499, -3.4622], [4.5281, -1.6918, -2.0021], [6.3612, -1.6526, -2.3951], [4.8307, -1.2168, 1.0165], [3.8248, 0.7261, 2.4806], [4.8242, -0.5534, 3.2643], [3.1609, -1.2830, 4.6985], [1.8607, -1.3202, 3.4149], [2.3225, 0.2595, 4.2523], [1.1374, -2.0806, 1.3407], [-1.3330, -0.9528, 1.8332], [-1.0083, 0.4580, 0.6643], [-3.6569, -0.7565, 1.4319], [-3.2568, 0.7655, 0.5748], [-3.4476, -0.7739, -0.3694], [-3.4359, -4.9291, -3.7328], [-2.0310, -4.5139, -4.1790], [-2.4781, -2.8907, -4.5679], [-3.5676, -2.6094, -5.4945], [-2.6659, -2.0837, -3.3654], [-1.9438, -5.5761, -5.5168], [-2.0608, -5.1935, -6.9069], [-2.5461, -6.8945, -5.3266], [-0.3307, -4.0851, -4.5719], [0.5644, -4.4087, -3.4539], [0.1166, -2.8505, -5.1975], [-3.6730, -1.5284, -5.6361], [-4.5291, -3.0048, -5.1560], [-3.3572, -2.9982, -6.4886], [-1.7853, -2.1617, -2.7173], [-3.5399, -2.4099, -2.7889], [-2.7818, -1.0243, -3.6106], [-3.1061, -5.0555, -7.2050], [-1.6337, -5.9684, -7.5523], [-1.5048, -4.2853, -7.1396], [-3.6323, -6.8672, -5.4765], [-2.3509, -7.2685, -4.3215], [-2.1209, -7.6225, -6.0226], [0.4389, -3.6994, -2.6257], [1.6124, -4.4043, -3.7655], [0.3478, -5.4128, -3.0746], [0.0702, -1.9923, -4.5131], [-0.4532, -2.6076, -6.0922], [1.1560, -2.9601, -5.5249], [-0.0017, 3.4408, 3.8547], [-0.8796, 3.6744, 5.0917], [0.4167, 4.2264, 6.0893], [1.6156, 3.4213, 6.2805], [0.8196, 5.5901, 5.7453], [-1.3093, 2.0295, 5.3154], [-0.7919, 1.1534, 6.3431], [-1.5374, 1.2631, 4.0985], [-2.0045, 4.0166, 6.4453], [-3.0982, 4.8973, 6.0106], [-1.6233, 4.3664, 7.8075], [2.3015, 3.9237, 6.9700], [2.1521, 3.2254, 5.3470], [1.3874, 2.4723, 6.7619], [-0.0533, 6.2537, 5.7423], [1.2833, 5.6386, 4.7538], [1.5185, 5.9941, 6.4814], [0.1989, 0.7612, 6.0843], [-1.4591, 0.2961, 6.4845], [-0.7355, 1.6387, 7.3167], [-0.5903, 0.9135, 3.6617], [-2.0552, 1.8664, 3.3513], [-2.1696, 0.3910, 4.2928], [-2.7479, 5.9253, 5.8696], [-3.9191, 4.9011, 6.7315], [-3.5100, 4.5465, 5.0578], [-1.2372, 5.3889, 7.8854], [-0.8797, 3.6860, 8.2185], [-2.4951, 4.2893, 8.4635]],
  "energy_ha": -3694.01279,
  "fmax_ev_per_a": 7.244,
  "e_lumo_ev": -4.18,
  "mol_weight_g_mol": 954.1,
  "total_charge": 1,
  "homo_ha": -0.356,
  "orbital_gap_ev": 5.518
}

=====

[4]
{
  "formula": "C29H62FN3O5Zr",
  "method": "wB97M-V/def2-TZVPD",
  "symbols": ["Zr", "C", "C", "C", "C", "C", "C", "N", "O", "C", "C", "C", "H", "H", "H", "H", "H", "H", "H", "H", "H", "H", "H", "H", "H", "H", "H", "H", "H", "H", "C", "C", "C", "C", "C", "C", "N", "O", "C", "C", "C", "H", "H", "H", "H", "H", "H", "H", "H", "H", "H", "H", "H", "H", "H", "H", "H", "H", "H", "C", "C", "C", "C", "C", "C", "N", "O", "C", "C", "C", "H", "H", "H", "H", "H", "H", "H", "H", "H", "H", "H", "H", "H", "H", "H", "H", "H", "H", "F", "C", "O", "H", "H", "H", "H", "C", "O", "H", "H", "H", "H"],
  "xyz": [[-0.3655, 1.0517, -0.4447], [2.7229, -0.3589, 2.5403], [2.4107, -1.6796, 1.8145], [2.3188, -2.7230, 2.9518], [1.7263, -4.0751, 2.5619], [0.4232, -3.8716, 1.7881], [0.4851, -2.8371, 0.6621], [1.1391, -1.6241, 1.1213], [0.9739, -0.5109, 0.3521], [-0.9742, -2.4984, 0.3047], [1.0585, -3.4643, -0.6278], [3.5949, -2.0821, 0.9050], [1.9140, -0.0486, 3.1992], [2.8715, 0.4505, 1.8164], [3.6655, -0.4036, 3.0873], [1.9728, -2.2992, 3.8979], [3.3491, -2.9470, 3.2686], [1.5385, -4.6836, 3.4487], [2.3957, -4.6775, 1.9429], [-0.4043, -3.6621, 2.4709], [0.1801, -4.8234, 1.3064], [-1.5905, -3.4033, 0.3728], [-1.1479, -2.1265, -0.7047], [-1.4365, -1.8184, 1.0272], [2.0884, -3.8088, -0.5211], [1.0815, -2.6639, -1.3737], [0.4090, -4.2418, -1.0263], [3.7033, -3.1617, 0.8470], [4.5141, -1.6467, 1.3140], [3.5545, -1.6061, -0.0766], [-2.4110, 1.4556, 3.9505], [-2.2749, 0.0849, 3.2831], [-3.0630, -0.9409, 4.1382], [-4.5611, -1.0013, 3.8044], [-4.6996, -1.1711, 2.2822], [-4.0329, -0.1102, 1.4381], [-2.6458, 0.0050, 1.8795], [-1.9550, 0.9283, 1.1073], [-4.8429, 1.1912, 1.5388], [-4.0953, -0.5406, -0.0342], [-0.8109, -0.3434, 3.4650], [-3.4231, 1.8396, 3.8101], [-1.7347, 2.1797, 3.4937], [-2.1536, 1.3661, 5.0037], [-2.9556, -0.6953, 5.1963], [-2.6977, -1.9657, 4.0402], [-5.0897, -0.1127, 4.1558], [-5.0445, -1.8664, 4.2592], [-5.7688, -1.2162, 2.0583], [-4.2824, -2.1449, 2.0051], [-5.0715, 1.4705, 2.5699], [-5.8037, 1.1963, 1.0199], [-4.2652, 2.0043, 1.0870], [-5.1381, -0.6302, -0.3435], [-3.6223, -1.5069, -0.2182], [-3.6131, 0.1902, -0.6827], [-0.1480, 0.3565, 2.9491], [-0.5483, -1.3191, 3.0534], [-0.5686, -0.3614, 4.5296], [2.5093, -0.7177, -3.0959], [3.0121, 0.7372, -2.9355], [4.0545, 1.1096, -4.0178], [3.4363, 1.2886, -5.4119], [2.3197, 2.3238, -5.3468], [1.2606, 2.0636, -4.2469], [1.9510, 1.7227, -3.0224], [1.1410, 1.7300, -1.9177], [0.3160, 0.9724, -4.7677], [0.4506, 3.3591, -4.1471], [3.8089, 0.8924, -1.6284], [2.4336, -1.0037, -4.1405], [1.5322, -0.7809, -2.6102], [3.1331, -1.4158, -2.5339], [4.8536, 0.3699, -4.1080], [4.5477, 2.0492, -3.7558], [3.0809, 0.3120, -5.7438], [4.1507, 1.7038, -6.1259], [1.8439, 2.2952, -6.3327], [2.7065, 3.3406, -5.2515], [-0.4993, 0.6441, -4.1185], [0.8350, 0.0431, -5.0144], [-0.1244, 1.2618, -5.7275], [-0.0871, 3.5893, -5.0667], [1.0925, 4.1871, -3.8423], [-0.3566, 3.2793, -3.4103], [3.1807, 0.5271, -0.8108], [4.1210, 1.9219, -1.4457], [4.7421, 0.3285, -1.6592], [-1.3569, -0.2030, -1.8294], [-2.7344, 2.8049, -1.8251], [-1.5646, 2.8493, -0.9898], [-2.7176, 2.0189, -2.5775], [-3.6213, 2.6779, -1.2002], [-2.9000, 3.7363, -2.3705], [-1.3465, 3.7859, -0.9387], [0.4353, 3.1300, 2.0544], [0.8365, 2.3748, 0.8957], [0.8816, 2.7563, 2.9748], [0.6554, 4.1983, 1.9833], [-0.6493, 3.0768, 2.1414], [1.7848, 2.5624, 0.8517]],
  "energy_ha": -1829.53389,
  "fmax_ev_per_a": 5.073,
  "e_lumo_ev": -0.22,
  "mol_weight_g_mol": 643.1,
  "homo_ha": -0.239,
  "orbital_gap_ev": 6.277
}

=====

Q: Number 2 is which compound?
A: C29H62BN4O13S

=====

Q: What is the formula in the first record?
A: C29H62BIN3O6

=====

Q: What is the formula in the second record?
A: C29H62BN4O13S